Model w:
{"formula": "C7H12O2", "method": "ωB97M-V/def2-TZVPD", "orbital_gap_ha": [0.27312, 0.27322], "lumo_energy_ha": [-0.03540, -0.03534], "symbols": ["C", "C", "C", "C", "C", "H", "H", "H", "H", "H", "H", "H", "H", "C", "C", "O", "O", "H", "H", "H", "H"], "coordinates": [[1.1031, -0.4093, -0.5553], [1.2134, 1.0111, -0.8082], [2.3920, -1.1845, -0.4006], [0.1958, -0.6259, 0.9991], [0.5584, -1.3755, 1.8973], [0.3563, -0.9097, -1.1674], [0.3857, 1.5513, -0.0513], [2.1877, 1.4458, -0.5941], [0.7745, 1.3368, -1.7496], [2.2094, -2.2184, -0.1065], [2.9162, -1.1759, -1.3601], [3.0406, -0.7185, 0.3414], [0.9210, -2.0329, 2.6498], [-3.0027, 0.6368, -0.5252], [-1.1148, 0.4342, 0.8917], [-1.8085, -0.0826, -0.2408], [-0.6974, 1.6591, 0.8017], [-1.6829, 0.2238, 1.8063], [-3.7101, 0.5762, 0.3120], [-2.7918, 1.6883, -0.7368], [-3.4458, 0.1697, -1.4032]], "mulliken_charge": [0.642, -1.011, -1.576, -0.312, -0.418, 0.333, 0.347, 0.376, 0.312, 0.409, 0.392, 0.387, 0.446, -0.785, 0.076, -0.290, -0.676, 0.482, 0.293, 0.321, 0.252]}

---

Model x:
{"formula": "C7H12O2", "method": "ωB97M-V/def2-TZVPD", "orbital_gap_ha": 0.33411, "lumo_energy_ha": 0.02462, "symbols": ["C", "C", "C", "C", "C", "C", "O", "C", "O", "H", "H", "H", "H", "H", "H", "H", "H", "H", "H", "H", "H"], "coordinates": [[0.9815, -0.1204, -2.8459], [0.2192, 0.1224, -1.5109], [-0.8658, 1.0194, -1.8159], [0.4933, -0.5146, -0.3697], [-0.2020, -0.2599, 0.9376], [0.0516, -1.0615, 2.2935], [-1.0525, -1.1652, 3.1179], [0.5824, 0.3470, 2.0380], [0.1323, 1.4413, 2.7792], [1.0239, 0.7960, -3.3300], [0.2991, -0.7341, -3.4991], [2.0060, -0.6140, -2.7062], [-1.7872, 0.4263, -1.6712], [-0.7769, 1.2248, -2.9056], [-0.8831, 2.0188, -1.1829], [1.3524, -1.3077, -0.3995], [-1.1794, 0.3007, 0.8220], [0.6448, -1.9375, 2.3507], [-1.9188, -1.6014, 2.6817], [1.6460, 0.3850, 2.0299], [-0.7669, 1.2345, 3.1862]], "mulliken_charge": [-1.523, 1.065, -1.218, -0.940, 0.063, -0.272, -0.574, -0.070, -0.567, 0.453, 0.326, 0.317, 0.305, 0.419, 0.242, 0.157, 0.307, 0.408, 0.334, 0.417, 0.353]}

---

Model y:
{"formula": "C7H12O2", "method": "ωB97M-V/def2-TZVPD", "orbital_gap_ha": 0.34718, "lumo_energy_ha": 0.03243, "symbols": ["C", "C", "O", "C", "C", "C", "C", "C", "O", "H", "H", "H", "H", "H", "H", "H", "H", "H", "H", "H", "H"], "coordinates": [[-0.6726, 0.4384, -2.3862], [-0.9399, 0.9040, -0.9863], [-1.2823, 2.2319, -0.9533], [-1.1665, 0.1111, 0.0886], [-0.5722, -1.2392, 0.3133], [0.8307, -0.9274, 0.8828], [0.8224, -0.3230, 2.2762], [1.5257, 0.0461, -0.1636], [2.0903, 1.0751, 0.1248], [0.3598, 0.6729, -2.6464], [-0.8106, -0.6341, -2.5085], [-1.3204, 0.9844, -3.0695], [-1.3016, 2.5309, -0.0306], [-1.5781, 0.5856, 0.9719], [-0.4721, -1.7806, -0.6285], [-1.1620, -1.8033, 1.0371], [1.4105, -1.8554, 0.8606], [0.6604, 0.7524, 2.2380], [0.0320, -0.7375, 2.8987], [1.7829, -0.5001, 2.7578], [1.7634, -0.5320, -1.0767]], "mulliken_charge": [-1.375, 0.871, -0.551, -0.536, -0.902, 0.405, -1.522, -0.148, -0.526, 0.310, 0.278, 0.459, 0.318, 0.297, 0.285, 0.350, 0.466, 0.366, 0.355, 0.366, 0.431]}

---

Model z:
{"formula": "C7H12O2", "method": "ωB97M-V/def2-TZVPD", "orbital_gap_ha": 0.35002, "lumo_energy_ha": 0.03296, "symbols": ["C", "C", "O", "C", "C", "C", "C", "C", "O", "H", "H", "H", "H", "H", "H", "H", "H", "H", "H", "H", "H"], "coordinates": [[2.0669, 0.5100, 0.7677], [0.9295, 0.7917, -0.2111], [1.4531, 0.9729, -1.5038], [-0.1743, -0.3039, -0.1978], [0.3623, -1.7247, -0.3081], [-1.1137, -0.0913, 1.0107], [-2.2869, 0.5772, 0.3672], [-2.1353, 0.5446, -0.9493], [-0.9801, -0.0440, -1.3701], [2.7014, -0.3144, 0.4230], [2.6824, 1.4022, 0.8479], [1.6645, 0.2794, 1.7569], [0.4337, 1.7326, 0.0850], [0.8770, 0.5194, -2.1269], [1.0016, -1.8202, -1.1829], [0.9221, -1.9902, 0.5809], [-0.4744, -2.4105, -0.4194], [-1.3979, -1.0396, 1.4744], [-0.6474, 0.5283, 1.7756], [-3.1176, 0.9786, 0.9153], [-2.7670, 0.9018, -1.7352]], "mulliken_charge": [-1.422, 0.017, -0.595, 1.567, -1.900, -0.884, -0.423, -0.457, -0.549, 0.323, 0.391, 0.356, 0.412, 0.430, 0.292, 0.391, 0.507, 0.344, 0.319, 0.407, 0.474]}

---

Stability ranking, top and bottom: model z is the most stable and model w is the least stable.

---

Model w:
{"formula": "C3H14NO4", "method": "ωB97M-V/def2-TZVPD", "orbital_gap_ha": 0.39093, "total_charge": 1, "lumo_energy_ha": -0.14422, "symbols": ["C", "C", "C", "N", "H", "H", "H", "H", "H", "H", "H", "H", "O", "H", "H", "O", "H", "H", "O", "H", "H", "O"], "coordinates": [[0.0542, -2.0848, 0.4474], [-0.1558, -2.1120, 1.7376], [-1.2995, -0.4152, -0.4598], [-0.1372, -0.9083, -0.4032], [0.3901, -2.8854, -0.2052], [-0.4751, -1.2397, 2.2991], [-0.1365, -2.9838, 2.3628], [-1.5620, 0.2965, -1.2228], [-1.9761, -0.7098, 0.3235], [0.7424, -0.6757, -0.8733], [2.9316, 0.7850, -0.4127], [1.7870, 1.6335, -0.9720], [2.3327, 0.8592, -1.1631], [0.5721, -1.5066, -3.4134], [-0.5685, -2.5934, -3.3422], [-0.2825, -1.7260, -3.0304], [-0.7382, 2.2467, -0.6612], [-0.2429, 2.5888, 0.7446], [-0.1562, 1.9135, 0.0355], [0.4219, 3.1157, 2.8598], [-1.0478, 3.5642, 2.7871], [-0.4537, 2.8378, 2.5620]], "mulliken_charge": [-0.220, -0.645, -0.252, 0.144, 0.383, 0.293, 0.271, 0.367, 0.291, 0.302, 0.337, 0.327, -0.665, 0.326, 0.311, -0.620, 0.352, 0.359, -0.640, 0.338, 0.339, -0.698]}

---

Model x:
{"formula": "C3H14NO4", "method": "ωB97M-V/def2-TZVPD", "orbital_gap_ha": 0.39287, "total_charge": 1, "lumo_energy_ha": -0.10855, "symbols": ["C", "C", "C", "O", "N", "H", "H", "H", "H", "H", "H", "H", "H", "H", "H", "O", "H", "H", "O", "H", "H", "O"], "coordinates": [[-1.7528, -1.7143, 0.5784], [-0.3740, -2.0567, 0.0322], [-0.1337, -1.3413, -1.3116], [-0.8310, -0.3920, -1.5505], [-1.5737, -0.5451, 1.5206], [-2.1232, -2.5469, 1.1774], [-2.5533, -1.4045, -0.0810], [-0.3086, -3.1503, -0.0680], [0.5217, -1.9380, 0.6523], [0.7080, -1.7542, -1.8847], [-1.5757, 0.3144, 0.9350], [-0.6596, -0.5531, 1.9629], [-2.2950, -0.4188, 2.2201], [-0.3054, 2.2884, 0.6696], [-1.6826, 2.7287, 0.4353], [-1.2092, 2.0763, 0.9333], [2.2426, 1.0772, 1.0614], [2.0132, 0.2635, 2.3686], [1.5955, 0.5410, 1.5563], [3.4764, 2.6743, -4.5122], [3.5783, 3.3205, -3.1160], [3.2420, 2.5307, -3.5794]], "mulliken_charge": [-0.577, -0.601, 0.070, -0.451, -0.268, 0.366, 0.397, 0.373, 0.363, 0.361, 0.343, 0.268, 0.367, 0.301, 0.318, -0.647, 0.304, 0.300, -0.587, 0.329, 0.325, -0.654]}

---

Stability ranking, top and bottom: model x is the most stable and model w is the least stable.

---

Model w:
{"formula": "C6H9N2S", "method": "ωB97M-V/def2-TZVPD", "orbital_gap_ha": 0.35551, "total_charge": 1, "lumo_energy_ha": -0.11343, "symbols": ["C", "C", "C", "C", "C", "C", "N", "N", "S", "H", "H", "H", "H", "H", "H", "H", "H", "H"], "coordinates": [[-1.8794, -1.4144, -0.0594], [-2.7940, -0.4123, -0.0058], [-0.5296, 0.4478, -0.1185], [0.6911, -1.5572, -0.0150], [1.6574, -0.2698, 0.0231], [1.0707, 2.2689, 0.0511], [-0.5955, -0.9079, -0.1277], [0.7398, 0.8519, -0.1480], [-2.0462, 1.1878, -0.1036], [-2.0674, -2.4646, -0.0430], [-3.8434, -0.4575, 0.0425], [0.9605, -2.3980, -0.7778], [0.6617, -1.9028, 1.0379], [2.2747, -0.2810, 0.9314], [2.2373, -0.3804, -0.8126], [1.7996, 2.6559, -0.7243], [0.1448, 2.7178, -0.1620], [1.5179, 2.3156, 1.0117]], "mulliken_charge": [-0.409, -0.392, 0.522, -0.509, -0.611, -0.853, 0.114, 0.030, -0.077, 0.423, 0.477, 0.333, 0.324, 0.349, 0.334, 0.312, 0.287, 0.346]}

---

Model x:
{"formula": "C6H9N2S", "method": "ωB97M-V/def2-TZVPD", "orbital_gap_ha": [0.21374, 0.21372], "total_charge": 1, "lumo_energy_ha": [-0.26035, -0.26037], "symbols": ["C", "N", "C", "N", "C", "C", "S", "C", "C", "H", "H", "H", "H", "H", "H", "H", "H", "H"], "coordinates": [[2.3003, 0.8596, -0.9084], [1.2148, 0.2587, -0.2512], [-0.0055, 0.6006, -0.4250], [-0.8737, -0.2135, 0.1327], [-2.2265, 0.0301, 0.1803], [-2.7567, 1.2769, 0.0027], [-4.3823, 1.4329, -0.0874], [-0.2092, -1.3733, 0.7180], [1.3033, -1.0208, 0.5297], [2.1111, 1.9577, -1.1257], [3.3092, 0.7471, -0.5035], [2.3000, 0.4536, -1.9279], [-2.7473, -0.7507, 0.5099], [-2.0916, 2.0178, -0.1902], [-0.6218, -2.3277, 0.2498], [-0.2633, -1.3664, 1.8310], [1.9236, -0.9460, 1.4926], [1.7158, -1.6365, -0.2274]], "mulliken_charge": [-0.831, 0.218, -0.719, 0.307, 0.156, -0.444, -0.016, -0.499, -0.513, 0.325, 0.326, 0.371, 0.564, 0.406, 0.391, 0.274, 0.354, 0.332]}

---

Stability ranking, top and bottom: model w is the most stable and model x is the least stable.